{"formula": "C4H4N2O", "method": "ωB97M-V/def2-TZVPD", "gap_ev": 9.76, "max_force_ev_per_a": 3.3, "spin_multiplicity": 1, "homo_ev": -9.087, "de_lowest_kcal_mol": 87.34, "e_lumo_ev": 0.676, "elements": ["C", "C", "C", "C", "N", "N", "O", "H", "H", "H", "H"], "coordinates": [[0.99232, -0.49266, -2.04858], [0.11387, 1.91544, 0.93292], [0.13129, 0.49818, 0.19708], [-0.04925, -0.76826, 1.01973], [0.58461, 0.13760, -1.13472], [-0.86006, 1.50650, 0.23436], [1.43625, -1.04551, -2.96560], [-0.37694, -0.62904, 2.07759], [-0.85778, -1.20322, 0.42572], [0.79957, -1.43766, 1.10666], [-1.91389, 1.51863, 0.15484]], "atomic_forces_ev_per_a": [[-0.0678, 0.6807, 1.3251], [1.5979, 0.3703, -0.0545], [0.4744, -0.4453, -0.2919], [-1.0974, 0.4502, 0.4294], [-0.2699, 1.3762, 1.1595], [-2.7510, -1.7010, -0.5710], [0.3441, -0.7848, -1.2068], [-0.0096, 0.3909, -0.9242], [-0.0365, -0.9602, 0.5799], [0.2640, 0.1467, -0.6066], [1.5518, 0.4764, 0.1611]], "nbo_charge": [0.863, 0.197, 0.161, -0.640, -0.567, -0.564, -0.535, 0.225, 0.211, 0.235, 0.414]}